(1)
26
Properties=species:S:1:pos:R:3 method="wB97M-V/def2-TZVPD" e_lumo_ev=0.701 energy_ha=-406.77410 largest_force_ev_per_a=7.56 total_charge=0 smiles="CCN(C)C(C)=O.CC" mol_weight_g_mol=131.2 homo_ev=-9.067 orbital_gap_ha=0.3590
C 0.94655 -2.01357 1.15057
C -0.22338 -1.02715 0.87383
N -1.66622 -1.22213 0.50012
C -2.58417 -2.42225 0.71331
C -2.37228 -0.00789 0.58693
C -1.72958 1.32452 0.46834
O -3.60688 0.00032 0.53581
H 0.81438 -2.78963 1.95267
H 1.88467 -1.39250 1.08298
H 1.54954 -2.56682 0.58039
H -0.20914 -0.35078 1.77004
H 0.13142 -0.41095 0.02757
H -3.47609 -1.82637 0.32034
H -2.47774 -3.14550 0.06980
H -2.61903 -2.66927 1.83818
H -0.78902 1.34003 -0.06337
H -2.49889 1.94821 -0.05317
H -1.60574 1.80817 1.47334
C 2.22426 1.24265 -1.50545
C 2.87787 2.54109 -1.98788
H 2.74937 1.06805 -0.55214
H 1.14768 1.52188 -1.38754
H 2.41956 0.39210 -2.31143
H 4.00683 2.39774 -1.98942
H 2.50894 2.95445 -2.90529
H 2.59711 3.30560 -1.18857

(2)
78
Properties=species:S:1:pos:R:3 method="wB97M-V/def2-TZVPD" e_lumo_ev=4.024 energy_ha=-7697.59707 largest_force_ev_per_a=2.29 total_charge=-2 mol_weight_g_mol=798.7 homo_ev=-2.110 orbital_gap_ha=0.2254
K 1.54017 1.37577 1.20950
N -2.74743 4.07849 -1.26116
C -2.18207 3.25373 -0.27628
S -0.86220 3.86694 0.63745
N -2.79739 2.09531 -0.17174
N -2.05245 1.20245 0.58944
C -2.68087 0.47326 1.41861
C -4.14049 0.56798 1.77093
C -4.51063 0.48849 3.11220
C -5.83537 0.61698 3.50585
C -6.82183 0.83179 2.55355
C -6.46609 0.91748 1.21408
C -5.13762 0.79038 0.82368
C -1.87497 -0.60330 2.11122
C -2.48347 -1.78803 2.52056
C -1.71223 -2.79177 3.08666
C -0.35463 -2.58746 3.24278
C 0.16677 -1.37796 2.80670
N -0.56286 -0.41399 2.24935
H -2.64472 5.05600 -1.04128
H -3.69109 3.79862 -1.48973
H -3.74216 0.34030 3.86070
H -6.09157 0.55325 4.55657
H -7.85746 0.93842 2.85420
H -7.22672 1.09119 0.46198
H -4.86084 0.86317 -0.21659
H -3.54451 -1.93338 2.37106
H -2.17276 -3.72497 3.38952
H 0.29911 -3.33958 3.66342
H 1.22812 -1.16173 2.91298
O 5.11600 -0.03821 1.51481
S 4.34992 1.21017 1.88541
O 5.20405 2.16975 2.57283
O 3.76743 1.77210 0.62584
O 3.20386 0.77499 2.76340
C 1.44128 -1.14017 -2.45368
As 0.40710 -0.88010 -0.78639
C -1.35844 -1.14509 -1.59867
C 0.70093 -2.75232 -0.17348
C -0.26021 -3.74607 -0.37315
C -0.00301 -5.06588 -0.02865
C 1.22872 -5.39962 0.52132
C 2.17602 -4.40803 0.73350
C 1.94427 -3.06814 0.40130
As 3.29895 -1.58098 0.83666
C 4.64890 -2.41923 -0.30756
C 3.76889 -2.39675 2.57198
H 1.23172 -2.12344 -2.87601
H 2.50298 -1.06507 -2.21879
H 1.19173 -0.35207 -3.16413
H -1.31503 -1.85256 -2.42870
H -1.73106 -0.18156 -1.94412
H -2.06177 -1.49878 -0.84316
H -1.22869 -3.49653 -0.78767
H -0.75697 -5.82713 -0.19887
H 1.44647 -6.42869 0.78979
H 3.12603 -4.68362 1.18260
H 4.55378 -3.50426 -0.30716
H 5.62307 -2.11002 0.07001
H 4.53798 -2.04361 -1.32497
H 2.98528 -3.07528 2.90717
H 3.88849 -1.56742 3.26681
H 4.72013 -2.92499 2.48946
N 2.88079 5.81201 -4.66474
C 3.18159 4.52546 -4.27849
O 4.30284 4.07434 -4.36819
C 2.01026 3.73668 -3.77264
C 0.76893 3.79178 -4.39150
C -0.27962 3.07136 -3.85512
C -0.04723 2.33591 -2.69939
N 1.13863 2.27136 -2.10618
C 2.15495 2.95156 -2.63627
H 3.68140 6.40417 -4.81326
H 2.06033 6.24326 -4.27446
H 0.63258 4.38440 -5.28986
H -1.26488 3.08520 -4.30066
H -0.85598 1.79987 -2.21466
H 3.10689 2.88342 -2.11853

(3)
14
Properties=species:S:1:pos:R:3 method="wB97M-V/def2-TZVPD" e_lumo_ev=0.687 energy_ha=-684.73190 largest_force_ev_per_a=2.20 total_charge=0 smiles="O/N=C1/CCCS1" mol_weight_g_mol=117.2 homo_ev=-8.746 orbital_gap_ha=0.3466
O -2.20701 -1.55296 1.77395
N -1.05114 -1.75826 1.06190
C -0.45676 -0.75035 0.54489
C 0.83950 -0.77111 -0.23395
C 0.77500 0.37941 -1.21641
C 0.28012 1.56289 -0.30117
S -1.21102 0.85989 0.44065
H -2.25963 -0.69457 2.19892
H 1.03719 -1.76654 -0.75473
H 1.58997 -0.63058 0.51844
H -0.01596 0.18938 -1.91572
H 1.70268 0.68544 -1.74503
H 0.00152 2.42123 -0.87234
H 0.97555 1.82613 0.50060

(4)
98
Properties=species:S:1:pos:R:3 method="wB97M-V/def2-TZVPD" e_lumo_ev=-0.936 energy_ha=-8897.80697 largest_force_ev_per_a=4.80 total_charge=0 mol_weight_g_mol=1054.0 homo_ev=-8.530 orbital_gap_ha=0.2791
C -0.44035 -2.40803 -0.58696
C -0.15941 -1.71999 0.83748
C 0.11276 -0.12459 0.73563
F 0.11203 0.42784 2.09025
C -1.00505 0.65758 -0.08282
C -0.78450 1.75146 -0.95425
C 0.68508 2.32148 -1.20697
O 1.63255 1.34509 -1.68804
C 2.16203 1.68603 -2.99001
C -2.00752 2.49714 -1.69853
O -1.93366 3.71279 -2.00439
C -3.29493 1.60323 -1.98044
C -4.28028 1.90329 -3.12900
C -5.50062 0.91211 -3.31296
C -5.74728 -0.31236 -2.40438
C -4.75989 -0.61496 -1.23773
C -3.57527 0.36189 -1.04764
C -2.52615 0.16441 0.14613
O -2.92444 -0.33225 1.23121
H -1.11212 -3.32752 -0.38768
H 0.50901 -2.82727 -1.07535
H -1.00174 -1.75002 -1.33133
H -0.97375 -1.93576 1.61064
H 0.82116 -2.18435 1.23326
H 1.17401 -0.00041 0.34243
H 0.58776 3.13341 -2.02642
H 1.03577 2.89225 -0.26875
H 2.94852 0.86643 -3.23968
H 2.72274 2.68002 -3.03526
H 1.34527 1.57262 -3.79099
H -4.15015 2.78737 -3.82683
H -6.26171 1.08587 -4.15102
H -6.63607 -1.00578 -2.55694
H -4.87284 -1.50658 -0.54330
Cl 2.80156 -1.59850 2.39465
C 2.15166 -2.05425 3.98744
C 2.65268 -3.40982 4.44277
Cl 1.98248 -4.73891 3.46144
H 1.06182 -2.02718 3.92847
H 2.47336 -1.28444 4.69134
H 2.34351 -3.59136 5.47369
H 3.74112 -3.47176 4.39828
Cl 3.69645 -2.43202 -3.29377
C 4.35292 -2.30894 -4.94480
C 4.85085 -0.91238 -5.25768
Cl 3.51762 0.26261 -5.38130
H 3.57573 -2.62405 -5.64293
H 5.17898 -3.01997 -5.01086
H 5.36591 -0.90950 -6.22059
H 5.54832 -0.55477 -4.49827
Cl -1.20393 0.46363 -4.23692
C -1.44168 -0.29335 -5.83120
C -2.89453 -0.64226 -6.08544
Cl -3.45834 -1.97035 -5.04152
H -0.80090 -1.17491 -5.88678
H -1.09689 0.42566 -6.57737
H -3.01969 -0.97592 -7.11775
H -3.54822 0.21695 -5.92361
Cl 5.23008 -1.10221 4.62734
C 6.19444 0.26471 4.00852
C 5.40148 1.55843 3.99096
Cl 4.10458 1.53698 2.76881
H 6.56097 -0.00550 3.00808
H 7.05775 0.36695 4.66993
H 6.05640 2.38873 3.73922
H 4.94813 1.76557 4.96233
Cl 2.58158 -4.02368 8.04960
C 1.64695 -5.50964 7.74306
C 2.26728 -6.72199 8.40796
Cl 3.81204 -7.18561 7.65227
H 1.56527 -5.64167 6.66239
H 0.64474 -5.34046 8.14205
H 1.59796 -7.57939 8.31184
H 2.44815 -6.54881 9.47012
Cl 8.25895 2.96955 2.66237
C 9.48903 2.02807 1.79066
C 8.87903 1.05751 0.79762
Cl 8.01221 -0.28892 1.58991
H 10.10537 1.51247 2.52885
H 10.11891 2.74756 1.26363
H 9.67027 0.60719 0.19464
H 8.18004 1.55702 0.12469
Cl -9.59155 3.71791 -3.65728
C -8.59070 4.48984 -2.40148
C -7.14470 4.63591 -2.83433
Cl -6.31143 3.05745 -2.94755
H -8.67949 3.89955 -1.48756
H -9.02308 5.47478 -2.21371
H -6.59672 5.23106 -2.10015
H -7.06347 5.13243 -3.80325
Cl -8.68508 4.04998 1.93108
C -7.77136 2.52634 2.07202
C -7.40510 1.95368 0.71807
Cl -8.83215 1.35999 -0.16898
H -8.36952 1.82542 2.65638
H -6.86416 2.75258 2.63581
H -6.73443 1.10113 0.84512
H -6.90049 2.69239 0.09237